[1]
{
  "formula": "C29H37AsBCl2InN4O5S2",
  "method": "ωB97M-V with the def2-TZVPD basis set",
  "lumo_energy_ev": 3.7,
  "e_above_lowest_kcal_mol": 0.0,
  "e_homo_ev": -2.126,
  "orbital_gap_ev": 5.863,
  "total_charge": -2,
  "species": ["In", "As", "Cl", "Cl", "S", "S", "O", "O", "O", "O", "O", "N", "N", "N", "N", "C", "C", "C", "C", "C", "C", "C", "C", "C", "C", "C", "C", "C", "C", "C", "C", "C", "C", "C", "C", "C", "C", "C", "C", "C", "C", "C", "C", "C", "B", "H", "H", "H", "H", "H", "H", "H", "H", "H", "H", "H", "H", "H", "H", "H", "H", "H", "H", "H", "H", "H", "H", "H", "H", "H", "H", "H", "H", "H", "H", "H", "H", "H", "H", "H", "H", "H"],
  "positions_angstrom": [[11.406, 11.807, 13.138], [6.098, 10.666, 12.731], [13.567, 6.810, 14.284], [11.302, 6.543, 12.452], [7.560, 13.584, 6.323], [12.230, 8.878, 7.606], [9.341, 15.094, 8.661], [10.109, 14.225, 12.053], [12.981, 13.467, 12.907], [8.373, 13.574, 9.924], [12.940, 15.676, 12.403], [11.539, 11.568, 7.743], [12.881, 10.901, 9.365], [9.030, 11.364, 7.346], [6.946, 11.318, 7.770], [7.900, 12.095, 7.208], [8.326, 14.681, 14.601], [8.003, 10.249, 12.912], [8.628, 8.006, 15.896], [9.157, 13.299, 16.346], [8.836, 10.245, 8.092], [13.756, 10.157, 10.205], [11.988, 7.469, 13.810], [11.861, 12.611, 8.509], [8.520, 6.709, 15.349], [9.213, 14.402, 9.816], [6.874, 14.086, 16.489], [10.731, 13.835, 14.402], [8.421, 9.137, 15.139], [5.758, 11.550, 14.464], [5.572, 11.775, 7.938], [8.288, 9.090, 13.761], [10.216, 14.897, 10.835], [9.444, 13.923, 15.108], [7.098, 14.758, 15.277], [12.193, 10.462, 8.275], [12.658, 12.288, 9.551], [6.376, 12.293, 11.573], [12.425, 14.633, 12.755], [8.352, 6.633, 13.950], [7.911, 13.303, 16.956], [10.971, 14.655, 13.167], [8.204, 7.818, 13.194], [7.514, 10.213, 8.363], [10.426, 11.708, 6.649], [5.105, 11.176, 8.718], [10.578, 10.969, 5.669], [7.889, 12.669, 17.852], [9.957, 15.938, 11.008], [13.066, 12.796, 10.438], [8.646, 5.810, 15.942], [4.894, 12.227, 14.353], [9.648, 9.531, 8.206], [5.551, 12.194, 10.862], [8.362, 10.049, 11.888], [11.522, 13.874, 15.126], [11.349, 13.537, 8.403], [5.610, 12.868, 8.148], [9.943, 12.714, 16.838], [8.379, 15.249, 13.680], [8.821, 8.074, 16.947], [5.890, 14.045, 16.891], [6.352, 15.376, 14.757], [6.848, 9.641, 8.968], [5.507, 10.840, 15.223], [8.219, 5.673, 13.427], [10.558, 12.829, 6.350], [11.263, 14.744, 10.420], [11.307, 7.376, 14.628], [6.282, 13.139, 12.237], [8.129, 7.684, 12.117], [8.494, 11.178, 13.198], [10.742, 15.697, 13.311], [14.422, 9.535, 9.619], [5.032, 11.621, 7.026], [7.394, 12.254, 11.147], [12.051, 8.555, 13.555], [8.791, 14.618, 8.001], [13.156, 9.443, 10.841], [14.163, 10.758, 10.961], [6.680, 12.125, 14.770], [8.487, 10.096, 15.659]],
  "forces_ev_per_a": [[0.1, 0.5, 0.4], [-0.4, 0.2, -0.4], [-0.1, 0.2, 0.0], [0.3, 0.3, 0.1], [0.4, -1.0, 0.8], [0.1, 0.5, 0.6], [0.6, 0.0, 0.7], [-0.2, -1.6, 0.9], [0.0, 0.2, -0.8], [-0.7, -1.3, 0.8], [0.7, 0.4, -0.5], [0.6, -2.5, 0.3], [-0.4, 1.3, -0.2], [1.6, 2.0, -1.1], [-0.6, 1.1, 0.6], [0.0, -0.5, -1.0], [-0.1, -0.4, 0.8], [0.5, 0.7, -0.9], [-0.5, -1.6, -0.1], [0.7, -0.4, -0.5], [-0.2, -0.4, -0.3], [-1.8, -2.6, 0.4], [-0.1, 0.8, -0.6], [-0.2, 1.9, 1.7], [0.4, 0.9, -1.3], [0.7, 1.3, -1.1], [0.1, 0.0, -1.3], [-1.2, -1.0, -0.3], [0.8, 0.9, 0.7], [1.0, 1.1, -0.4], [0.8, 0.4, 0.4], [-0.9, -1.2, 0.0], [1.2, -0.4, 0.2], [-1.2, 1.0, -0.6], [0.8, 0.2, -0.4], [-0.1, 0.2, -0.9], [0.4, -1.3, -0.1], [-0.1, -1.6, 0.8], [0.3, -1.2, 0.9], [-0.8, 0.5, 0.3], [0.9, -0.1, 0.7], [-0.9, 0.8, -0.1], [0.7, -1.2, 0.2], [-0.8, 0.1, 0.3], [0.2, -1.1, -0.2], [0.0, 0.2, 0.2], [0.0, 0.2, 0.6], [-0.6, 0.4, -0.2], [0.5, 0.5, -0.3], [-0.3, -0.1, -0.8], [0.0, 0.1, 0.1], [0.4, -0.1, 0.0], [-0.3, 0.2, 0.3], [0.5, 0.6, -0.2], [-0.2, 0.1, 0.2], [0.7, -0.1, 0.0], [-0.1, 0.6, -0.5], [-0.2, -0.9, 0.1], [-0.1, 0.1, -0.3], [0.3, -0.2, -0.1], [0.0, 0.3, 0.5], [-0.5, 0.1, 0.5], [0.0, -0.4, 0.6], [0.2, -0.7, 0.2], [0.0, -0.6, 0.5], [0.3, 0.5, 0.4], [-0.6, 0.8, -0.3], [-1.2, 0.7, 0.2], [-0.3, -0.2, 0.5], [-0.1, 0.5, -0.1], [-0.2, 0.3, 0.1], [0.1, 0.0, 0.4], [-0.3, 0.8, 0.1], [0.4, 0.2, 0.0], [-0.4, 0.0, -0.6], [-0.9, 0.1, 0.0], [0.2, -1.0, -0.1], [-0.3, 0.0, -0.5], [0.3, 0.3, -0.8], [1.1, 1.2, 0.5], [-1.1, -0.5, -0.3], [-0.1, -0.1, -0.3]],
  "lowdin_charge": [0.832, 1.110, 0.473, 0.517, 0.490, 0.441, 0.053, -0.160, -0.239, 0.109, 0.040, -0.008, -0.135, 0.005, -0.136, -0.714, -0.037, -0.420, -0.108, -0.084, -0.060, -0.078, -1.006, -0.120, -0.103, -0.501, -0.157, -0.241, -0.060, -0.353, -0.070, -0.338, -0.110, -0.233, -0.124, -0.757, -0.034, -0.294, -0.672, -0.127, -0.148, -0.340, -0.083, -0.070, -0.454, 0.071, 0.065, 0.096, 0.144, 0.105, 0.087, 0.021, 0.072, -0.014, 0.077, 0.086, 0.095, 0.072, 0.104, 0.097, 0.087, 0.076, 0.098, 0.099, -0.008, 0.098, 0.045, 0.149, -0.006, 0.008, 0.110, 0.027, 0.135, 0.071, 0.067, 0.008, -0.016, -0.004, 0.088, 0.060, 0.019, 0.112]
}

---

[2]
{
  "formula": "C10H29FHfNO7",
  "method": "ωB97M-V with the def2-TZVPD basis set",
  "lumo_energy_ev": -12.7,
  "e_above_lowest_kcal_mol": 5.8,
  "e_homo_ev": -15.392,
  "orbital_gap_ev": 2.676,
  "total_charge": 3,
  "species": ["Hf", "F", "O", "O", "O", "O", "O", "O", "O", "N", "C", "C", "C", "C", "C", "C", "C", "C", "C", "C", "H", "H", "H", "H", "H", "H", "H", "H", "H", "H", "H", "H", "H", "H", "H", "H", "H", "H", "H", "H", "H", "H", "H", "H", "H", "H", "H", "H", "H"],
  "positions_angstrom": [[-17.137, -1.170, 17.086], [-15.458, -1.226, 15.487], [-16.964, 1.134, 16.501], [-18.098, -0.782, 14.743], [-17.662, 0.447, 19.090], [-11.194, -1.524, 11.555], [-15.610, -3.112, 17.659], [-13.755, -1.146, 13.126], [-15.244, -0.569, 18.482], [-17.827, -3.218, 16.024], [-17.649, -3.271, 14.572], [-18.488, -2.032, 14.078], [-14.399, -2.846, 18.415], [-12.493, -1.454, 13.557], [-14.567, -1.610, 19.297], [-18.068, 1.715, 18.737], [-18.538, 0.382, 13.982], [-17.160, 2.161, 17.574], [-18.242, -4.609, 14.234], [-11.325, -0.837, 12.777], [-13.652, -1.131, 19.647], [-13.640, -2.504, 17.711], [-19.124, 1.706, 18.469], [-16.166, 2.389, 17.960], [-17.788, -5.498, 14.673], [-17.900, 0.355, 13.099], [-14.326, -1.379, 13.861], [-14.868, 0.287, 18.699], [-15.189, -1.894, 20.146], [-19.238, -4.749, 14.653], [-11.655, 0.186, 12.600], [-17.977, 2.510, 19.476], [-16.610, -3.271, 14.243], [-19.489, 0.231, 13.472], [-16.726, 1.608, 15.701], [-10.393, -0.709, 13.326], [-17.243, -4.037, 16.117], [-12.392, -2.539, 13.530], [-18.395, -1.951, 12.995], [-18.505, 1.288, 14.588], [-14.037, -3.706, 18.979], [-19.530, -2.146, 14.377], [-17.586, 3.041, 17.092], [-17.774, 0.371, 20.040], [-10.293, -1.343, 11.278], [-18.210, -4.815, 13.164], [-12.445, -1.091, 14.583], [-15.496, -4.059, 17.554], [-18.707, -3.665, 16.240]],
  "forces_ev_per_a": [[6.0, 0.8, -5.2], [-3.4, 0.1, 3.5], [-1.1, -1.3, 2.5], [0.2, -1.1, 1.9], [0.5, -2.3, 0.1], [0.5, 0.0, 0.3], [-0.3, 1.1, 1.2], [-2.0, 0.9, -1.2], [-1.1, -1.7, -0.6], [1.7, 0.7, 2.0], [-2.0, 1.7, -1.5], [0.4, -1.0, -0.2], [1.8, 2.5, -0.2], [2.4, -0.8, 1.2], [-0.8, -0.6, 0.1], [-0.6, 2.4, -2.9], [0.4, -0.5, -1.4], [-0.2, 0.4, 0.2], [-0.8, -1.0, -1.1], [-1.8, 0.7, -0.2], [0.2, -0.6, -0.1], [0.1, -0.7, -0.4], [-0.1, 0.0, -0.2], [0.0, 0.1, -0.1], [1.1, 0.3, 0.2], [0.6, 0.8, 0.3], [-0.2, 0.1, -0.2], [-0.1, 0.4, -0.2], [-0.2, 0.5, 0.2], [-0.6, 0.5, -0.6], [0.0, 0.4, -0.3], [0.3, -0.4, 0.5], [0.1, 0.6, 0.5], [-0.6, -0.1, 1.0], [0.4, -0.3, -0.7], [0.0, -0.7, 0.3], [0.8, -0.2, 1.8], [0.4, -0.3, 0.2], [0.0, 0.4, 0.1], [0.0, -0.3, -0.3], [-0.3, 0.0, 0.0], [-0.1, -0.4, -0.4], [0.1, 0.0, 0.1], [0.0, -0.8, 0.5], [0.0, -0.2, -0.5], [-0.3, 0.1, 0.0], [0.6, -0.1, 0.5], [-0.9, -0.5, -0.6], [-1.0, 0.4, 0.1]],
  "lowdin_charge": [2.293, -0.383, -0.170, -0.333, -0.108, -0.036, -0.148, -0.059, -0.166, -0.044, -0.364, -0.093, -0.137, -0.293, -0.097, -0.200, -0.005, -0.085, -0.022, -0.241, 0.161, 0.144, 0.145, 0.139, 0.112, 0.124, 0.019, 0.128, 0.136, 0.107, 0.116, 0.166, 0.162, 0.118, 0.128, 0.126, 0.096, 0.121, 0.157, 0.094, 0.164, 0.147, 0.156, 0.149, 0.095, 0.124, 0.105, 0.129, 0.120]
}

---

[3]
{
  "formula": "C8H17FSi",
  "method": "ωB97M-V with the def2-TZVPD basis set",
  "lumo_energy_ev": 0.9,
  "e_above_lowest_kcal_mol": 41.2,
  "e_homo_ev": -9.638,
  "orbital_gap_ev": 10.574,
  "species": ["Si", "F", "C", "C", "C", "C", "C", "C", "C", "C", "H", "H", "H", "H", "H", "H", "H", "H", "H", "H", "H", "H", "H", "H", "H", "H", "H"],
  "positions_angstrom": [[2.386, -0.489, 0.244], [3.215, -0.426, -1.161], [-0.580, 2.533, 0.314], [-0.317, -0.674, 1.011], [0.689, 2.412, 1.245], [-1.242, -0.276, -1.926], [0.170, -0.617, -1.425], [0.577, -0.004, -0.092], [0.553, 1.666, -0.020], [-0.517, -2.145, 0.972], [-0.351, -2.566, 0.007], [0.694, -0.205, -2.233], [-1.340, -0.161, 0.880], [0.504, -1.645, -1.401], [2.667, -1.803, 0.568], [3.060, 0.299, 1.169], [0.149, -2.706, 1.644], [-1.474, -2.430, 1.289], [-1.500, -0.745, -2.898], [0.082, -0.285, 1.916], [-1.623, 2.283, 0.741], [-0.661, 3.271, -0.388], [-2.040, -0.506, -1.239], [1.308, 3.307, 1.346], [1.253, 2.042, -0.731], [0.470, 2.104, 2.189], [-1.344, 0.867, -2.041]],
  "forces_ev_per_a": [[-0.8, 0.7, -2.4], [-0.2, 0.5, 0.1], [-1.1, -1.3, 2.3], [-1.4, 2.9, -1.3], [-0.8, 2.7, -2.1], [-0.6, 1.2, -0.1], [-0.6, 1.1, -0.4], [0.2, 0.9, 0.8], [0.5, -4.6, 0.5], [1.6, -1.0, 0.7], [-0.1, -0.3, -0.7], [1.7, 0.7, -0.9], [1.3, -0.7, 0.4], [-0.6, -0.5, -0.3], [-0.1, -2.2, 0.8], [0.7, 1.4, 1.3], [0.1, 0.3, -0.1], [-1.6, -0.2, 0.4], [0.4, 0.3, 0.5], [0.0, 0.0, 1.3], [2.1, -0.3, -0.7], [-0.2, 2.4, -1.2], [-0.3, -0.4, 0.4], [0.1, -0.4, -0.6], [0.0, 0.3, -0.9], [-0.7, -1.7, 2.3], [0.4, -1.7, 0.0]],
  "nbo_charge": [1.550, -0.657, -0.427, -0.422, -0.426, -0.608, -0.430, -0.430, -0.219, -0.625, 0.211, 0.217, 0.203, 0.206, -0.243, -0.236, 0.210, 0.218, 0.217, 0.205, 0.224, 0.208, 0.197, 0.214, 0.222, 0.212, 0.209]
}

---

[4]
{
  "formula": "C3H5N3S2",
  "method": "ωB97M-V with the def2-TZVPD basis set",
  "lumo_energy_ev": -1.7,
  "e_above_lowest_kcal_mol": 188.9,
  "e_homo_ev": -8.071,
  "orbital_gap_ev": 6.372,
  "species": ["S", "S", "N", "N", "N", "C", "C", "C", "H", "H", "H", "H", "H"],
  "positions_angstrom": [[1.697, 0.691, 2.201], [-0.846, 0.359, -3.376], [-0.333, -0.865, 1.572], [-0.065, 1.273, -0.324], [-0.098, -0.136, -0.832], [-0.435, -0.560, -2.071], [0.157, 0.211, 2.316], [-0.336, -1.095, 0.271], [0.402, 1.882, -1.733], [1.163, 1.208, 0.916], [-0.637, 0.834, 2.902], [-0.602, -2.149, 0.247], [-0.067, -1.652, -2.088]],
  "forces_ev_per_a": [[2.2, 1.0, 0.3], [0.4, -0.7, 1.1], [0.6, 3.4, -0.5], [2.4, -0.6, -4.3], [-0.9, 0.6, 5.3], [1.2, -1.3, -1.3], [-4.6, -1.6, -1.0], [0.9, 1.5, 1.3], [-1.5, -1.8, 4.2], [-0.8, 0.0, -2.0], [1.4, -1.8, -0.5], [0.0, 0.1, -2.0], [-1.4, 1.3, -0.6]],
  "nbo_charge": [0.042, -0.017, -0.459, -0.676, -0.312, -0.108, -0.015, 0.292, 0.308, 0.267, 0.243, 0.230, 0.204]
}

---

[5]
{
  "formula": "C5H11NOSi",
  "method": "ωB97M-V with the def2-TZVPD basis set",
  "lumo_energy_ev": 0.7,
  "e_above_lowest_kcal_mol": 128.5,
  "e_homo_ev": -9.063,
  "orbital_gap_ev": 9.786,
  "species": ["Si", "O", "N", "C", "C", "C", "C", "C", "H", "H", "H", "H", "H", "H", "H", "H", "H", "H", "H"],
  "positions_angstrom": [[0.188, -2.816, 0.215], [-2.531, 0.575, 2.102], [-1.658, 1.210, 1.646], [0.541, -0.391, -1.301], [-0.504, 0.316, -1.864], [-0.665, 1.670, 1.268], [0.299, 2.527, 0.578], [0.537, -0.878, 0.098], [1.557, -3.454, 0.046], [-0.340, 0.609, -2.903], [0.089, -0.115, 0.857], [0.589, 2.194, -0.502], [-0.135, -3.116, 1.646], [-0.841, -3.315, -0.736], [1.442, -0.512, -1.819], [1.604, -0.924, 0.345], [-1.470, 0.364, -1.374], [0.031, 3.587, 0.683], [1.267, 2.467, 1.019]],
  "forces_ev_per_a": [[0.6, 1.0, 0.8], [-2.5, -1.4, 1.0], [2.6, 1.1, -0.8], [-3.7, 2.1, 0.0], [2.6, -2.2, 0.1], [-0.2, 0.9, -0.5], [0.7, 0.0, -1.6], [0.4, -0.3, 1.1], [-0.7, 0.2, -0.3], [-0.6, 0.2, 0.3], [0.4, -2.1, -1.5], [-1.4, 0.7, 1.7], [-0.2, 0.0, -0.4], [0.2, 0.1, 0.2], [1.1, -0.2, -1.0], [0.0, 0.1, 0.4], [0.1, 0.4, -0.1], [-0.2, -0.3, -0.5], [0.7, -0.2, 0.9]],
  "nbo_charge": [0.849, -0.413, 0.214, -0.171, -0.445, 0.154, -0.712, -0.865, -0.163, 0.204, 0.255, 0.273, -0.154, -0.147, 0.194, 0.232, 0.205, 0.249, 0.241]
}